(1)
A structure of composition C9H15FINO, computed with wB97M-V/def2-TZVPD.

## Properties
- orbital gap (eV) = 9.604
- charge = 0
- relative energy (zero: lowest compared OMol25 entry of this formula, charge and spin) (eV) = 1.191
- E_HOMO (eV) = -9.2
- multiplicity = 1
- max |F| (Eh/bohr) = 0.084

Atoms and positions in Å:
C1 -0.571 0.529 -0.273
C2 -0.456 -0.605 0.741
C3 -2.294 -0.606 -0.606
C4 -0.362 2.880 -0.882
C5 0.980 2.085 0.962
C6 0.866 -2.654 1.305
C7 0.930 -1.786 -1.139
C8 0.392 1.706 -0.409
C9 0.793 -1.467 0.368
N1 -1.587 0.488 -1.037
O1 -1.761 -1.284 0.454
F1 -2.505 -1.500 -1.627
I1 -4.188 0.277 0.017
H1 -0.494 -0.480 1.892
H2 -1.343 3.190 -0.278
H3 -0.893 2.815 -1.843
H4 0.234 3.828 -0.815
H5 0.224 2.734 1.576
H6 1.850 2.709 0.848
H7 1.134 1.128 1.606
H8 0.077 -3.441 1.030
H9 1.066 -2.239 2.277
H10 1.854 -3.183 0.962
H11 1.696 -1.233 -1.633
H12 0.078 -1.585 -1.738
H13 1.301 -2.789 -1.343
H14 1.222 1.264 -1.062
H15 1.761 -0.780 0.647

Here are the natural (NBO) charges for atoms 1 to 4, given in e: 0.366 0.008 0.674 -0.625


(2)
A structure of composition C9H15FeO9, computed with wB97M-V/def2-TZVPD.

## Properties
- orbital gap (alpha / beta) (eV) = 10.572 / 9.175
- charge = 0
- relative energy (zero: lowest compared OMol25 entry of this formula, charge and spin) (eV) = 0.517
- E_HOMO (alpha / beta) (eV) = -9.9 / -10.0
- multiplicity = 6
- ⟨S²⟩ = 8.76
- max |F| (Eh/bohr) = 0.041

Atoms and positions in Å:
Fe1 24.567 6.455 15.401
C1 22.495 2.988 15.724
C2 23.310 4.226 15.579
O1 23.570 4.799 14.482
O2 23.798 4.856 16.562
H1 21.436 3.246 15.783
H2 22.814 2.330 16.525
H3 22.540 2.384 14.815
C3 25.262 9.206 12.474
C4 24.972 8.187 13.537
O3 25.173 6.948 13.396
O4 24.613 8.523 14.701
H4 24.873 8.894 11.509
H5 26.354 9.229 12.443
H6 24.916 10.190 12.774
C5 27.771 7.325 17.634
C6 26.473 6.947 16.959
O5 25.367 7.519 17.113
O6 26.473 6.060 16.042
H7 27.588 7.851 18.569
H8 28.245 7.962 16.888
H9 28.381 6.463 17.885
C7 22.311 9.509 16.447
O7 21.216 8.807 15.869
C8 21.513 7.716 15.194
O8 22.562 7.122 15.251
O9 20.482 7.361 14.493
C9 20.478 6.037 13.915
H10 22.953 8.871 17.061
H11 21.985 10.353 17.041
H12 23.009 9.809 15.662
H13 19.565 5.956 13.339
H14 20.619 5.324 14.718
H15 21.305 5.957 13.211

Here are the natural (NBO) charges for atoms 1 to 4, given in e: 1.980 -0.722 0.783 -0.733


(3)
A cluster of 2 separate species, C9H15N2 in total, computed with wB97M-V/def2-TZVPD.

## Properties
- orbital gap (eV) = 7.845
- charge = +1
- relative energy (zero: lowest compared OMol25 entry of this formula, charge and spin) (eV) = 2.783
- E_HOMO (eV) = -11.7
- multiplicity = 1
- max |F| (Eh/bohr) = 0.094

Atoms and positions in Å:
C1 -2.702 0.649 -2.344
C2 -1.334 0.707 -1.970
C3 -3.350 -0.160 -1.451
C4 -1.266 -0.059 -0.856
C5 1.514 0.617 2.232
C6 0.527 -0.461 1.772
C7 1.554 1.554 1.031
C8 0.775 -0.576 0.290
C9 1.218 -1.861 -0.320
N1 -2.443 -0.610 -0.534
N2 1.575 0.612 -0.121
H1 -3.136 1.153 -3.184
H2 -0.560 1.252 -2.474
H3 -4.380 -0.457 -1.407
H4 1.193 1.122 3.137
H5 2.499 0.181 2.411
H6 0.684 -1.413 2.275
H7 -0.493 -0.139 1.987
H8 0.636 2.143 0.976
H9 2.415 2.219 1.017
H10 1.340 -1.774 -1.397
H11 0.481 -2.635 -0.133
H12 2.165 -2.198 0.113
H13 -2.642 -1.213 0.246
H14 1.190 1.034 -0.975
H15 2.540 0.312 -0.320

Here are the natural (NBO) charges for atoms 1 to 4, given in e: -0.277 -0.399 -0.060 0.224